[1]
Density functional theory data (ωB97M-V/def2-TZVPD) for a structure of composition C28H34CoN8OS2.

Results
HOMO (alpha / beta): -7.4 / -7.2 eV
spin multiplicity: 2
charge: 0
orbital gap (alpha / beta): 7.471 / 7.276 eV
expectation value of S²: 0.7685

Element x y z (Å)
Co  0.63  -0.51  -0.39
C  -3.04  -3.27  2.34
N  -1.75  -2.59  2.35
C  -1.56  -1.72  3.50
C  -1.21  -2.16  1.16
N  -0.75  -0.99  0.93
N  -1.15  -3.15  0.18
C  -0.77  -2.97  -1.15
N  -0.92  -4.13  -1.88
N  -0.31  -1.87  -1.58
H  -3.09  -3.95  3.19
H  -3.17  -3.85  1.43
H  -3.86  -2.56  2.41
H  -1.74  -2.31  4.40
H  -2.24  -0.86  3.49
H  -0.53  -1.36  3.52
H  -0.95  -0.31  1.67
H  -1.11  -4.10  0.52
H  -1.73  -4.70  -1.68
H  -0.71  -4.05  -2.86
H  -0.13  -1.86  -2.58
S  -1.89  2.09  2.18
C  -0.95  3.11  1.23
N  0.32  2.93  0.85
C  0.81  4.01  0.00
C  -0.45  4.88  -0.21
N  -1.38  4.30  0.74
H  0.80  2.05  0.94
H  1.20  3.61  -0.94
H  1.61  4.56  0.50
H  -0.83  4.81  -1.23
H  -0.25  5.93  0.02
H  -2.36  4.53  0.80
C  7.85  -1.22  -5.79
C  7.81  -0.23  -6.93
O  8.32  -0.42  -8.00
S  7.05  1.37  -6.62
C  5.80  0.98  -5.42
C  5.90  1.44  -4.11
C  4.92  1.14  -3.19
C  3.80  0.38  -3.55
C  3.70  -0.07  -4.87
C  4.68  0.24  -5.80
C  2.79  0.07  -2.58
C  1.97  -0.16  -1.71
H  8.37  -2.12  -6.13
H  6.85  -1.47  -5.45
H  8.38  -0.78  -4.95
H  6.77  2.01  -3.82
H  5.00  1.49  -2.17
H  2.84  -0.65  -5.16
H  4.59  -0.09  -6.83
C  -2.52  2.59  -2.87
C  -3.00  1.78  -1.86
C  -2.09  1.02  -1.13
N  -0.78  1.05  -1.34
C  -0.32  1.83  -2.32
C  -1.15  2.62  -3.11
H  -3.20  3.19  -3.46
H  -4.05  1.72  -1.63
H  -2.43  0.38  -0.33
H  0.75  1.79  -2.49
H  -0.73  3.23  -3.89
C  3.75  -0.02  3.27
C  2.47  0.49  3.42
C  1.57  0.42  2.36
C  1.89  -0.11  1.10
C  3.21  -0.61  1.00
C  4.11  -0.58  2.05
H  4.46  0.02  4.09
H  2.17  0.94  4.36
H  0.57  0.81  2.56
H  3.54  -1.03  0.05
H  5.10  -0.99  1.92

[2]
Density functional theory data (ωB97M-V/def2-TZVPD) for an isolated molecule of C6H7F3 in a non-equilibrium geometry.

Results
HOMO: -9.5 eV
charge: 0
orbital gap: 10.385 eV

Element x y z (Å)
C  0.01  1.64  -0.07
C  -0.42  -0.08  -1.46
C  0.06  0.14  -0.06
C  -1.17  0.86  -0.56
C  0.27  -0.81  1.06
C  -2.66  0.74  0.06
F  -3.54  1.49  -0.61
F  -3.10  -0.52  0.01
F  -2.68  1.14  1.34
H  -0.06  2.14  0.89
H  0.58  2.19  -0.81
H  0.11  0.35  -2.29
H  -0.88  -1.04  -1.68
H  -0.24  -1.75  0.86
H  -0.12  -0.39  1.99
H  1.33  -1.01  1.20

[3]
Density functional theory data (ωB97M-V/def2-TZVPD) for a structure of composition FH14O7Sn in a non-equilibrium geometry.

Results
HOMO: -12.0 eV
charge: +1
orbital gap: 8.643 eV

Element x y z (Å)
Sn  -0.10  -0.41  -0.08
F  -0.94  -2.61  -0.65
O  0.76  1.59  -1.34
H  1.52  1.86  -1.87
H  0.15  2.20  -1.70
O  1.10  0.58  2.12
H  1.54  1.40  1.77
H  1.04  0.65  3.07
O  -1.78  0.27  -2.06
H  -1.43  0.37  -2.98
H  -2.56  0.80  -2.07
O  1.80  -1.86  0.78
H  1.56  -2.34  1.61
H  2.23  -2.41  0.10
O  -1.22  -0.94  2.22
H  -2.10  -1.15  2.52
H  -0.87  -0.50  2.99
O  -1.42  1.61  0.92
H  -1.02  1.83  1.77
H  -1.89  2.44  0.70
O  1.25  -1.21  -2.19
H  1.03  -1.79  -2.96
H  1.38  -0.40  -2.70

Taking the records one at a time from the top gives energy relative to the best compared isomer or geometry (same formula, charge and spin) values of 4.0, 0.0, 0.0 kcal per mole.